1.
Computed, not measured: a molecular structure, C4H11N3 in a non-equilibrium geometry, with wB97M-V/def2-TZVPD.

Cartesian coordinates (Å):
C1 2.76 0.09 -0.21
C2 0.92 -0.51 0.40
C3 -0.34 -0.72 -0.33
C4 -1.35 0.22 0.37
N1 1.85 1.03 0.00
N2 2.22 -1.05 -0.06
N3 -2.71 0.38 -0.25
H1 3.76 0.27 -0.45
H2 0.87 -0.45 1.50
H3 -0.42 -1.78 -0.35
H4 -0.37 -0.20 -1.42
H5 -1.49 0.08 1.51
H6 -0.78 1.19 0.39
H7 1.94 1.96 0.48
H8 2.41 -2.01 -0.51
H9 -3.49 -0.27 0.09
H10 -2.75 0.47 -1.33
H11 -3.02 1.31 0.16

Output
Relative energy (zero: lowest compared OMol25 entry of this formula, charge and spin) (kJ/mol): 189.2
E_tot (eV): -8777.1606
LUMO level (eV): -7.488
Net charge: +2
HOMO (eV): -19.28
Frontier orbital gap (eV): 11.8
Multiplicity: 1

Want to see where the charge sits? The Mulliken charges in e are: atom 1 (C): -0.216, atom 2 (C): -0.221, atom 3 (C): -0.142, atom 4 (C): -0.959, atom 5 (N): -0.315, atom 6 (N): -0.135, atom 7 (N): -0.322, atom 8 (H): 0.472, atom 9 (H): 0.436, atom 10 (H): 0.373, atom 11 (H): 0.333, atom 12 (H): 0.409, atom 13 (H): 0.403, atom 14 (H): 0.306, atom 15 (H): 0.359, atom 16 (H): 0.410, atom 17 (H): 0.393, atom 18 (H): 0.415

=====

2.
Computed, not measured: 2 unconnected molecules or ions with the total composition C4H11N3O in a non-equilibrium geometry, with wB97M-V/def2-TZVPD.

Cartesian coordinates (Å):
C1 -1.17 -1.48 1.19
C2 -0.17 -0.35 1.07
N1 -0.67 0.94 1.08
N2 1.08 -0.63 1.38
N3 1.89 0.44 1.43
H1 -0.75 -2.38 0.72
H2 -1.37 -1.70 2.24
H3 -2.10 -1.21 0.69
H4 -1.52 1.07 1.62
H5 0.09 1.61 1.21
H6 2.82 0.15 1.73
H7 2.02 0.82 0.48
C3 -0.44 0.86 -2.27
C4 0.49 -0.22 -1.81
O1 1.71 -0.03 -1.69
H8 -0.04 1.83 -1.99
H9 -1.42 0.72 -1.81
H10 -0.54 0.81 -3.36
H11 0.09 -1.25 -1.90

Output
Relative energy (zero: lowest compared OMol25 entry of this formula, charge and spin) (kJ/mol): 248.5
E_tot (eV): -10842.6355
SMILES: C/C(N)=N/N.CC=O
LUMO level (eV): 0.918
HOMO (eV): -7.86
Frontier orbital gap (eV): 8.8
Multiplicity: 1

Want to see where the charge sits? The Mulliken charges in e are: atom 1 (C): -1.163, atom 2 (C): 0.403, atom 3 (N): -0.316, atom 4 (N): -0.315, atom 5 (N): -0.610, atom 6 (H): 0.316, atom 7 (H): 0.301, atom 8 (H): 0.363, atom 9 (H): 0.215, atom 10 (H): 0.300, atom 11 (H): 0.282, atom 12 (H): 0.213, atom 13 (C): -0.933, atom 14 (C): 0.290, atom 15 (O): -0.548, atom 16 (H): 0.252, atom 17 (H): 0.280, atom 18 (H): 0.351, atom 19 (H): 0.320

=====

3.
Computed, not measured: 3 unconnected molecules or ions with the total composition C4H11N3O in a non-equilibrium geometry, with wB97M-V/def2-TZVPD.

Cartesian coordinates (Å):
C1 -0.69 -1.81 -0.82
C2 1.37 -0.24 -0.98
N1 -1.37 -1.62 0.27
H1 -2.16 -0.99 0.23
H2 -0.74 -1.44 1.16
H3 0.21 -2.41 -0.75
H4 -1.09 -1.53 -1.78
H5 0.85 -0.33 -1.94
H6 2.05 -1.07 -0.79
H7 1.96 0.67 -1.07
C3 -0.32 1.30 0.72
N2 -0.06 2.32 -0.16
C4 0.79 0.28 0.97
N3 -1.45 1.25 1.32
O1 0.50 -0.71 1.73
H8 -0.84 2.93 -0.36
H9 0.62 2.18 -0.88
H10 -1.41 0.53 2.04
H11 1.79 0.71 1.08

Output
Relative energy (zero: lowest compared OMol25 entry of this formula, charge and spin) (kJ/mol): 441.7
E_tot (eV): -10840.6333
LUMO level (eV): -0.234
HOMO (eV): -8.01
Frontier orbital gap (eV): 7.8
Multiplicity: 1

Want to see where the charge sits? The Mulliken charges in e are: atom 1 (C): -0.371, atom 2 (C): -1.749, atom 3 (N): -0.308, atom 4 (H): 0.362, atom 5 (H): 0.328, atom 6 (H): 0.361, atom 7 (H): 0.355, atom 8 (H): 0.365, atom 9 (H): 0.368, atom 10 (H): 0.598, atom 11 (C): 0.627, atom 12 (N): -0.422, atom 13 (C): -0.106, atom 14 (N): -0.878, atom 15 (O): -0.820, atom 16 (H): 0.286, atom 17 (H): 0.193, atom 18 (H): 0.348, atom 19 (H): 0.464

=====

4.
Computed, not measured: 2 unconnected molecules or ions with the total composition C4H11N3O, with wB97M-V/def2-TZVPD.

Cartesian coordinates (Å):
C1 1.03 0.92 1.27
C2 0.59 2.13 0.46
N1 0.41 3.28 1.17
O1 0.45 2.10 -0.74
H1 1.26 1.16 2.30
H2 1.94 0.52 0.83
H3 0.27 0.15 1.22
H4 0.34 3.30 2.18
H5 0.01 4.01 0.62
N2 -2.12 -0.77 -0.42
C3 -1.00 -1.25 -1.18
C4 -0.16 -2.13 -0.67
N3 0.96 -2.68 -1.35
H6 -2.95 -1.20 -0.76
H7 -2.24 0.21 -0.61
H8 -0.87 -0.85 -2.18
H9 -0.32 -2.42 0.37
H10 0.73 -3.53 -1.85
H11 1.67 -2.94 -0.68

Output
Relative energy (zero: lowest compared OMol25 entry of this formula, charge and spin) (kJ/mol): 124.8
E_tot (eV): -10843.9173
SMILES: CC(N)=O.N/C=C/N
LUMO level (eV): 0.965
HOMO (eV): -8.53
Frontier orbital gap (eV): 9.5
Multiplicity: 1

Want to see where the charge sits? The Mulliken charges in e are: atom 1 (C): -0.645, atom 2 (C): 0.519, atom 3 (N): -0.405, atom 4 (O): -0.598, atom 5 (H): 0.327, atom 6 (H): 0.232, atom 7 (H): 0.116, atom 8 (H): 0.201, atom 9 (H): 0.241, atom 10 (N): -0.599, atom 11 (C): -0.156, atom 12 (C): -0.223, atom 13 (N): -0.578, atom 14 (H): 0.226, atom 15 (H): 0.266, atom 16 (H): 0.277, atom 17 (H): 0.318, atom 18 (H): 0.224, atom 19 (H): 0.259